Density functional theory data (the ωB97M-V functional and the def2-TZVPD basis) for a cluster of 6 separate species, C18H44BrNO8 in total.

```
72
Properties=species:S:1:pos:R:3:lowdin_charge:R:1
Br 1.91232 4.24524 4.81483 0.8060
O 0.54185 -3.48991 -4.17617 -0.0568
O -1.93087 -7.93424 -2.33380 -0.0698
O -0.61799 2.96973 -1.33637 -0.0656
O 2.94600 6.44241 3.27129 0.0468
O -0.34792 5.88801 3.11941 0.0343
O 1.50532 10.19072 6.75991 -0.0556
O 0.56188 -0.79910 0.15566 -0.0602
O 3.52218 5.27768 1.43606 0.1308
N 2.16668 4.25237 2.94944 -0.4179
C -0.08649 1.62857 -3.28321 -0.0569
C -0.05936 5.21094 2.16338 -0.2245
C 2.43297 -2.30232 -0.19073 -0.0511
C -2.54625 -10.07074 -3.29939 -0.0615
C -0.85489 9.76786 6.39992 -0.0645
C 1.60045 2.01027 -1.45639 -0.0582
C 0.93843 4.05771 2.18102 -0.2126
C 0.50576 -5.88369 -3.76674 -0.0533
C -2.86071 -8.58688 -3.19925 -0.4998
C 0.01310 -4.51461 -3.33129 -0.4981
C 0.11398 -3.17246 0.26033 -0.0613
C 0.13068 1.83361 -1.79241 -0.4959
C -4.28662 -8.33990 -2.73352 -0.0603
C 0.88502 8.06165 5.76952 -0.0666
C 2.93106 5.35207 2.47757 -0.6557
C -1.50555 -4.45042 -3.30425 -0.0531
C 0.94299 -2.06827 -0.37817 -0.4920
C 0.56453 9.54087 5.90379 -0.5017
H -1.52218 -10.22280 -3.64017 0.0794
H -0.94981 -2.98666 0.10852 0.0823
H 3.04398 7.21264 2.68826 0.1402
H 2.19219 1.14806 -1.76432 0.0770
H 0.39870 -4.29290 -2.33624 0.1047
H 0.80795 7.56803 6.74336 0.0836
H -0.28515 3.73917 -1.81175 0.0805
H -4.49060 -7.27063 -2.67523 0.0773
H -1.14728 1.50195 -3.50049 0.0785
H -5.00867 -8.79601 -3.41178 0.0805
H 0.20106 7.56436 5.08154 0.0638
H 0.74523 -0.80644 1.10151 0.0913
H -1.58480 9.31495 5.72771 0.0793
H -0.98340 9.32489 7.39172 0.0797
H 3.00759 -1.50086 -0.65521 0.0760
H -1.91834 -5.20264 -2.63062 0.0687
H 2.00133 2.89768 -1.95683 0.0841
H 2.74191 -3.25138 -0.63103 0.0807
H -2.64705 -10.54631 -2.31972 0.0814
H -0.53965 5.39727 1.18169 0.1266
H -0.26289 0.97916 -1.24613 0.1153
H 0.26770 2.49851 -3.84490 0.0797
H 0.15875 -6.10463 -4.78078 0.0825
H 0.21962 -3.65267 -5.06918 0.0839
H -1.90785 -4.62961 -4.30587 0.0816
H -1.84081 -3.46287 -2.98381 0.0779
H 1.24609 3.88947 1.14209 0.1071
H -4.43858 -8.76433 -1.73709 0.0817
H 0.13225 -6.66159 -3.10070 0.0636
H 1.72978 2.14617 -0.38241 0.0644
H 0.68779 10.02728 4.93408 0.1358
H 0.35903 -4.14935 -0.15758 0.0684
H -3.22267 -10.57214 -3.99258 0.0803
H 0.44961 0.74870 -3.64178 0.0794
H -1.06750 10.83406 6.48082 0.0772
H -2.02541 -8.31599 -1.45399 0.0907
H 0.71807 -2.01131 -1.44532 0.1314
H 2.68372 -2.31935 0.87390 0.0824
H 1.59597 -5.91643 -3.77768 0.0794
H -2.71232 -8.11870 -4.17410 0.1371
H 1.90267 7.91766 5.40733 0.0678
H 1.43287 9.78732 7.63175 0.0838
H 0.28996 -3.21125 1.33924 0.0820
H 0.42257 3.15231 2.51332 0.1261
```

**Kohn-Sham gap**: 9.529 eV
**E**: -107290.6650 eV
**Maximum force**: 0.747 eV/A

=====

Density functional theory data (the ωB97M-V functional and the def2-TZVPD basis) for a structure of composition C18H44INO21P2S5Si2 in a non-equilibrium geometry.

```
94
Properties=species:S:1:pos:R:3:lowdin_charge:R:1
I -0.88758 -1.19270 -1.45449 0.5344
S -6.33235 -3.71252 -4.42685 0.6727
S 7.43544 -0.41275 5.64129 0.6752
S 6.75849 -0.29901 -3.34613 0.7046
S -8.01771 2.75708 -1.40698 0.6673
S 8.93556 0.06272 -0.19149 0.7107
P -0.84369 2.50275 -0.73374 0.5420
P -5.70913 -0.68168 1.24250 0.7466
Si -3.66531 -0.63783 0.43781 0.2329
Si -1.03225 0.55945 0.35640 0.0685
O 6.03776 -1.36887 -4.34432 -0.1925
O 8.10250 0.85131 5.86111 -0.2421
O 7.19732 0.83262 -4.12923 -0.2280
O -8.72465 2.24980 -2.56199 -0.2421
O -5.81549 -2.64945 -5.54963 -0.1945
O -2.55913 0.44572 1.27055 -0.5195
O 8.38667 1.52320 -0.66701 -0.1880
O 5.43007 0.13457 -2.50638 -0.1933
O -7.39464 -2.72799 -3.67673 -0.2021
O 7.63480 -1.03008 -2.45801 -0.2701
O 6.28177 -0.83639 6.40021 -0.2396
O 8.55617 -1.59546 5.69663 -0.1959
O -9.09094 2.93872 -0.19327 -0.1964
O 10.32129 0.57255 0.49967 -0.1937
O 7.08076 -0.53172 4.05369 -0.2007
O -7.70827 4.33936 -1.65413 -0.1933
O 9.26471 -0.70711 -1.36854 -0.2530
O -6.82592 2.13562 -0.87799 -0.2668
O -5.23951 -3.97429 -3.51674 -0.2443
O -7.07143 -4.76057 -5.09150 -0.2351
O 8.06459 -0.42840 0.85319 -0.2456
N 0.25793 2.20612 -1.92272 -0.4221
C 4.27121 -0.41094 -3.13460 -0.1682
C -5.88162 0.26689 2.89108 -0.4678
C -7.14454 -1.38354 -4.08007 -0.1726
C -6.31456 -2.51582 1.40370 -0.4570
C -8.70799 5.11493 -0.99699 -0.1749
C 8.09078 -1.30539 3.41020 -0.2007
C -6.64064 1.69949 2.56643 -0.2086
C 10.52616 1.95089 0.19403 -0.1720
C 0.53352 0.28427 1.49771 -0.3324
C -6.63886 -1.48491 -5.51664 -0.1723
C 2.43388 -1.56759 2.28473 -0.2659
C 1.31764 -1.13244 1.14800 -0.3248
C 3.25733 -0.31116 2.94246 -0.1359
C -9.10169 4.30033 0.23229 -0.1730
C 4.74564 -1.68386 -3.83053 -0.1752
C -5.80634 -3.31118 0.02299 -0.2104
C 8.55541 -2.30956 4.46162 -0.1666
C 9.13028 2.53822 0.00349 -0.1689
H 7.85023 -3.14228 4.55010 0.1322
H -2.11065 2.81614 -1.34280 -0.0277
H -4.67472 -3.65944 0.15947 0.0698
H -8.05278 -0.78154 -3.99970 0.1371
H 8.64790 2.72878 0.96802 0.1338
H 11.10895 2.01173 -0.73074 0.1337
H 8.90355 -0.62920 3.12475 0.1224
H -5.70010 -3.00269 2.27931 0.0758
H 3.49386 -0.61141 -2.39244 0.1309
H 7.69295 -1.79208 2.51653 0.1210
H -3.75723 -0.20651 -0.96996 -0.0688
H 9.55354 -2.70039 4.24654 0.1372
H 1.06911 2.85856 -1.83658 -0.0516
H 3.90104 0.32043 -3.86029 0.1354
H -7.48048 -2.56298 1.54493 0.0828
H -4.89662 0.37441 3.51457 0.0749
H -9.55407 5.22657 -1.68329 0.1332
H -5.95378 -2.64067 -0.94768 0.0637
H -7.46744 -1.63367 -6.21656 0.1324
H -7.79139 1.56118 2.84789 0.0823
H -6.37483 -0.97049 -3.41958 0.1306
H -3.12747 -2.00223 0.58354 -0.0702
H -6.06502 -0.60361 -5.81544 0.1373
H 1.22054 1.23219 1.42714 0.0705
H 1.85849 -1.03671 0.11419 0.0807
H -8.32009 6.10235 -0.73561 0.1377
H 4.38216 -0.64911 3.03118 0.0700
H -10.09063 4.57410 0.60956 0.1379
H 9.14256 3.45916 -0.58429 0.1388
H -6.43191 -4.31234 -0.10554 0.0853
H -8.36330 4.41285 1.03271 0.1302
H -6.61712 1.90338 1.39744 0.0284
H -6.65320 -0.35585 3.55530 0.0848
H 4.85775 -2.50561 -3.11534 0.1323
H 4.07517 -1.99282 -4.63600 0.1368
H 0.48341 -1.97372 1.17856 0.0852
H 2.75066 -0.04927 3.96806 0.0853
H 3.20115 -2.27512 1.73974 0.1023
H 11.07443 2.44315 1.00171 0.1365
H 1.90938 -2.22369 3.12970 0.1150
H 0.21293 0.20006 2.64319 0.1080
H -0.34352 3.56930 0.11397 -0.0147
H 3.22902 0.61045 2.18503 0.0803
H -6.24583 2.60528 3.19367 0.0713
```

**Kohn-Sham gap**: 7.724 eV
**E**: -160467.8462 eV
**Maximum force**: 5.192 eV/A

=====

Density functional theory data (the ωB97M-V functional and the def2-TZVPD basis) for a cluster of 4 separate species, C18H45ClN3O10 in total in a non-equilibrium geometry.

```
77
Properties=species:S:1:pos:R:3:lowdin_charge:R:1
Cl 1.92862 0.14803 -1.39268 0.6179
O 1.02458 -0.02550 -0.26424 -0.3943
O 1.69968 -0.88416 -2.37088 -0.3759
O 1.69111 1.46508 -1.94949 -0.3678
O 3.28279 0.05829 -0.95648 -0.3511
O 1.68835 -4.11705 2.47851 -0.1830
O 3.28954 5.87514 -1.25142 -0.1564
O 3.29994 1.94729 1.52556 -0.1804
O -1.93692 -5.36840 -1.38001 -0.1874
O -5.02240 1.26168 1.31395 -0.1913
O -3.20498 -0.47507 -2.35774 -0.1928
N -2.88516 1.71253 -0.42077 -0.0482
N 2.04375 4.37044 0.79447 -0.0461
N 0.75062 -4.51117 -0.19257 -0.0438
C 2.56438 -3.90196 1.39622 -0.2384
C -5.97727 1.51973 2.31679 -0.1253
C 2.11292 6.34732 -0.65443 -0.2476
C 4.05433 6.90542 -1.77336 -0.1533
C 2.06502 2.28244 2.12351 -0.2451
C 1.79842 -3.53476 0.14984 -0.1939
C 1.25214 5.20511 -0.13827 -0.1958
C 2.34253 -4.71544 3.56641 -0.1298
C -0.69498 -5.29231 -2.03846 -0.2420
C -2.74478 0.85465 0.74392 -0.2210
C -2.98796 -5.90896 -2.13090 -0.1324
C 3.72966 0.71908 2.09244 -0.1287
C -1.91829 -0.04395 -1.93327 -0.2365
C 1.24883 3.21667 1.23161 -0.2178
C -3.24756 -1.85134 -2.59974 -0.1362
C -3.70994 1.25642 1.84184 -0.2374
C 0.16246 -4.17988 -1.47958 -0.2277
C -1.94922 1.41031 -1.51392 -0.1775
H -1.17543 -0.23446 -2.71898 0.1244
H -3.73273 -6.22858 -1.39169 0.0846
H 2.67199 -5.72413 3.27128 0.0849
H 2.37454 7.02834 0.16555 0.1162
H 1.63508 -4.84167 4.38170 0.0821
H 0.95365 -3.95422 -2.20499 0.1207
H 4.24828 7.74505 -1.09469 0.0826
H -5.81094 2.51202 2.75610 0.0847
H -3.45492 2.27302 2.17107 0.1221
H 2.31099 2.78377 3.07002 0.1158
H -2.49969 -2.14903 -3.34005 0.0888
H 3.23729 -4.16120 3.86867 0.0854
H -3.49645 -5.19346 -2.78321 0.0801
H 4.72291 0.49255 1.71044 0.0858
H 0.89599 4.51677 -0.90457 0.1213
H -3.12445 -2.43181 -1.67561 0.0844
H -0.80824 -5.16136 -3.12570 0.1177
H 2.14807 4.89904 1.66392 0.1083
H -3.60242 0.55286 2.67509 0.1197
H -2.71095 -6.82833 -2.65731 0.0844
H 3.05242 -0.09826 1.83794 0.0722
H -0.13710 -6.23909 -1.96872 0.1200
H 0.00915 -4.42808 0.49440 0.1087
H 3.79997 0.85438 3.17981 0.0792
H 5.03553 6.52504 -2.07042 0.0856
H 1.44669 1.39227 2.26512 0.1130
H 3.25208 -3.06857 1.61266 0.1208
H 2.45394 -3.35972 -0.70090 0.1230
H 0.36600 5.59890 0.37809 0.1124
H 3.65654 7.31300 -2.71531 0.0843
H 0.97502 2.64037 0.34162 0.0929
H 3.26516 -4.74343 1.29380 0.1169
H -3.82241 1.53373 -0.77351 0.0972
H -5.89999 0.78739 3.12940 0.0822
H -2.30217 1.97042 -2.38133 0.1195
H 1.27290 -2.58704 0.31782 0.1104
H -0.95557 1.70546 -1.17927 0.0961
H -4.24974 -2.10251 -2.95155 0.0814
H -1.60670 -0.71089 -1.11674 0.1016
H 0.33694 3.49731 1.78289 0.1153
H -1.71512 0.91558 1.11189 0.1255
H -6.96599 1.47959 1.86607 0.0828
H -2.90822 -0.21262 0.52959 0.1155
H 1.49871 6.92278 -1.36247 0.1187
H -0.39082 -3.22690 -1.53479 0.1176
```

**Kohn-Sham gap**: 8.869 eV
**E**: -56854.1912 eV
**Maximum force**: 1.445 eV/A
**Total charge**: -1